C43H44IN9O10S2Sr | wB97M-V/def2-TZVPD

Each line ends with the Löwdin charge.
CARTESIAN COORDINATES (ANGSTROEM)
N: -1.5600 3.1163 -1.4673  0.223
C: 4.2028 1.4462 -0.8862  -0.086
H: -5.3811 -1.6656 2.9054  0.084
H: -1.3222 -3.3708 -0.2069  0.063
H: -2.1852 3.7374 -0.9751  0.094
C: -4.0104 -0.0828 0.9364  -0.015
C: -2.2611 -0.3099 -5.0199  -0.030
H: 2.2846 -3.7768 -2.2395  0.050
H: -3.6932 0.8348 0.4398  0.085
O: 2.7382 3.4525 -3.0411  0.027
C: 3.4616 -0.9072 3.0243  -0.776
H: -3.2041 -0.2650 -1.3048  0.082
C: -0.6281 4.1126 1.5508  -0.319
C: -0.7502 -2.4820 2.6264  -0.645
H: 3.1932 1.0591 -0.8633  0.025
C: 2.3941 -3.3826 2.7856  -0.055
N: -4.0804 -0.3242 -1.8262  0.111
O: -1.0183 -3.6085 3.0511  0.001
C: 6.1970 -1.8448 1.0025  -0.082
H: -6.2905 -0.1644 2.8403  0.079
N: 0.2941 -0.3360 3.1482  0.116
C: 4.8837 -0.9067 -0.8547  -0.765
C: -5.1856 -0.8278 -1.1597  -0.181
S: -1.2097 -4.4726 -2.4207  0.988
N: 0.6616 2.8617 -2.1722  0.198
C: -2.5137 -0.3942 -3.6587  -0.051
H: -1.8801 5.8252 -1.0764  0.077
C: 1.0732 5.1570 -2.6138  -0.061
C: 6.5093 0.8812 -0.3613  -0.065
H: 6.0219 -0.8831 1.4685  0.033
C: 2.5219 -2.5126 1.7142  -0.147
C: 0.6292 4.8161 1.9855  -0.290
H: 1.9157 -4.3417 2.6445  0.112
H: 6.6925 -3.6850 -0.7033  0.079
H: 5.6004 -2.5873 1.5443  0.082
C: 1.2230 -3.9277 -2.1113  -0.284
O: 2.9569 4.0840 1.9760  0.009
N: 3.0405 -1.2849 1.8347  0.043
C: -6.2689 -1.1951 2.4792  -0.060
H: 7.2542 -2.1052 1.1117  0.085
H: 6.6163 1.2430 0.6647  0.066
H: 4.2901 2.2076 -0.1108  0.082
H: -1.5004 2.2102 -1.0076  0.071
H: -0.8137 -2.6145 5.3261  0.110
C: -0.3846 3.6133 -1.8600  -0.417
C: -0.2515 2.7317 1.2583  -0.351
C: -7.3162 -1.8705 0.3084  -0.090
C: 0.0486 -0.7026 5.8870  -0.077
H: -5.8553 0.2086 -3.7673  0.098
H: -3.0490 0.0130 -6.9946  0.086
O: 1.8000 1.5759 0.8865  -0.217
O: -1.4594 -0.1995 -1.5339  -0.228
C: 1.6223 3.7182 -2.6424  -0.479
C: 0.3985 -4.5316 -3.0013  -0.419
C: -5.1875 -0.7233 0.2497  -0.149
H: 3.7326 -1.3229 5.1156  0.086
H: 0.6491 -4.9507 -3.9607  0.054
H: 0.9436 1.2620 6.0237  0.101
O: -1.7377 4.6248 1.4123  0.026
C: -0.2478 -1.4497 3.6404  -0.193
C: 1.1766 2.6036 1.2737  -0.371
H: 6.6887 1.7236 -1.0337  0.089
N: 0.6167 -3.4428 -0.9775  -0.011
N: 5.8280 -1.8336 -0.4098  -0.225
H: -3.1431 -0.7522 0.9444  0.085
C: -0.3782 -1.6787 5.0049  -0.019
H: -5.3698 0.3446 -6.1647  0.090
C: -1.3247 -0.6296 -2.7385  -0.606
O: 0.7166 5.9616 2.3843  0.068
H: 0.9757 5.5350 -3.6374  0.124
C: -6.2440 -1.4716 -1.8057  -0.044
H: -8.1140 -2.4825 -1.5842  0.090
H: 4.9236 -3.7495 -0.4940  0.076
C: -1.2672 5.9311 -1.9727  -0.045
H: 4.3852 1.8828 -1.8707  0.086
O: -1.0420 1.8014 0.8954  -0.175
H: -0.8282 6.9271 -1.9424  0.087
Sr: 0.2338 -0.2262 0.2243  1.480
C: 3.3883 -1.6989 4.1629  -0.145
C: -7.3025 -1.9797 -1.0704  -0.112
H: -4.2251 0.1720 1.9711  0.073
I: 4.2170 1.0478 3.1733  1.017
N: 5.1690 0.3843 -0.6142  -0.190
H: 7.2494 0.1105 -0.5577  0.082
C: -4.8482 0.0309 -4.1184  -0.050
C: 5.7505 -3.1814 -0.9367  -0.137
H: -7.1472 -1.7090 2.8713  0.064
H: -8.1399 -2.2790 0.8827  0.091
O: -0.3270 -1.1839 -3.1886  0.017
C: 1.7707 3.8502 1.7842  -0.316
S: 3.5281 -1.3886 -1.7131  0.716
H: -1.2349 -0.4521 -5.3338  0.114
H: -1.9100 5.8548 -2.8586  0.087
H: 2.7279 -3.6020 4.8976  0.107
C: -0.6625 -3.6704 -1.0100  -0.481
O: -0.8312 -2.0504 1.4399  -0.215
H: -0.0497 -0.8448 6.9573  0.096
H: 5.6048 -3.1579 -2.0127  0.059
H: 1.7344 5.8132 -2.0463  0.128
H: 1.1335 1.4933 3.5665  0.078
C: -6.2535 -1.2567 0.9723  -0.241
C: -3.2708 -0.0567 -5.9369  -0.111
C: -4.5661 0.1216 -5.4717  -0.112
C: 0.5991 0.4646 5.3786  -0.063
N: -0.2042 4.9602 -1.9757  -0.099
C: -3.8369 -0.2456 -3.1912  -0.171
H: 2.1800 -2.8015 0.7244  0.068
C: 2.8334 -2.9620 4.0299  -0.071
H: -6.2185 -1.6099 -2.8764  0.089
C: 0.7034 0.6002 4.0033  -0.144

Calculated values
Spin multiplicity: 1
Total charge: -2
M (g mol⁻¹): 1125.54
Orbital gap (eV): 5.7
Lowest unoccupied orbital energy (eV): 3.62
Strongest force on any atom (Eh/bohr): 0.0093
ΔE to the lowest compared entry with this formula, charge and spin (eV): 0.000

***

C43H46BiClN6OP2 | wB97M-V/def2-TZVPD

Each line ends with the Löwdin charge.
CARTESIAN COORDINATES (ANGSTROEM)
C: -4.9842 -4.1308 -1.2506  -0.035
H: 1.4059 -1.3176 3.3936  0.084
C: 4.2065 -1.7088 -1.9973  -0.090
C: 3.3288 2.8759 -3.2857  -0.006
H: -0.5830 2.7018 3.1275  0.037
H: 4.2061 -0.6944 -2.3985  0.071
C: -0.5784 2.4620 -3.9171  -0.003
C: -1.2009 1.2139 -3.6604  -0.140
H: -0.9693 0.3727 -5.6380  0.134
C: -0.4784 -5.2269 0.0408  -0.015
H: -1.9316 1.1998 4.7356  0.110
H: 4.4844 -1.2667 1.4051  0.068
C: 2.7961 4.7288 -1.2308  -0.005
C: 2.5343 3.3497 -1.0208  -0.212
Cl: -6.5385 2.6916 4.4712  0.720
H: 3.6544 -2.3530 -2.6809  0.075
C: -2.7362 -4.7151 -0.6230  -0.139
H: 3.0432 2.6908 3.2732  0.085
C: -3.9683 -5.0421 -1.2392  -0.002
H: 3.5341 2.1455 -4.0576  0.120
C: 3.5750 4.2023 -3.4636  -0.046
C: 4.5963 -0.9779 0.3610  -0.080
C: 1.1940 -1.5870 -2.0823  -0.267
C: 0.1234 2.8262 2.3066  -0.238
N: -3.4076 -1.3482 0.7378  -0.056
H: 5.6292 -1.1900 0.0785  0.096
H: 4.5789 -3.6781 -0.1291  0.099
H: 3.9882 4.5558 -4.3993  0.116
H: 0.5491 -3.5625 0.9799  0.096
H: 1.6656 -1.0318 -2.8927  0.045
C: -1.6418 -5.6100 -0.5578  0.032
C: 2.0847 0.7119 -0.7055  -0.421
H: 3.9028 1.3304 3.9833  0.099
Bi: -1.1868 -0.5837 0.5485  1.826
C: 3.3053 5.1384 -2.4247  -0.046
C: -0.3800 -3.9200 0.5492  -0.116
O: -1.8020 -0.2394 2.6212  -0.334
H: -3.2427 1.3891 -0.2192  0.103
C: -0.4931 3.3950 -2.9270  -0.044
H: 1.0216 2.1204 4.7189  0.081
C: 2.8042 2.4242 -2.0474  -0.211
H: -5.6676 -2.1832 -0.6334  0.122
C: -1.6705 1.9615 -1.3891  -0.264
N: -1.3786 -3.0611 0.5193  -0.034
C: -1.9488 -0.9772 -4.3083  -0.021
C: -2.3815 -1.1734 -2.9814  -0.120
C: 1.9645 0.7837 3.2484  -0.704
H: -2.2154 2.4390 0.5274  0.100
H: 3.0337 -0.9382 3.9734  0.102
C: -2.5752 -3.4511 -0.0357  -0.179
C: -2.8992 0.3877 3.0014  -0.353
C: -1.7213 0.9474 -2.3839  -0.208
H: -5.3897 -1.0159 1.1589  0.143
H: -3.9071 2.4555 5.5088  0.122
H: 3.5171 6.1866 -2.5904  0.117
H: -2.8130 -2.1262 -2.6886  0.109
N: 1.9986 2.9416 0.1526  0.141
N: -2.2648 1.6530 -0.1143  0.021
H: 4.4611 0.1032 0.2838  0.070
H: 2.5899 5.4229 -0.4266  0.121
H: -6.2261 0.8980 2.2935  0.124
C: -3.9590 1.8598 4.6063  -0.053
H: 2.9466 -3.8292 -0.7661  0.073
H: 5.2391 -2.0664 -1.9821  0.095
C: -2.8582 1.1646 4.1776  0.001
C: -4.8335 -2.8736 -0.6227  0.002
H: -2.0827 -1.7637 -5.0381  0.120
C: 1.2140 1.0600 4.5588  -0.089
C: -3.6620 -2.5378 -0.0081  -0.227
H: -0.1760 2.6612 -4.9024  0.128
H: 0.1186 -1.3958 -2.1102  -0.011
C: -5.2748 1.0034 2.8025  -0.052
C: -4.3567 -0.7178 1.3414  -0.054
C: 1.7689 1.6605 0.3264  -0.406
C: 2.2941 -0.7095 3.2022  -0.101
H: 0.2691 0.5138 4.6042  0.068
P: 0.8069 1.2018 1.8506  0.947
H: -0.3898 3.2768 1.4557  0.022
C: -5.1767 1.7967 3.9031  -0.665
H: 1.8366 0.7156 5.3877  0.102
C: -1.0564 3.1488 -1.6508  -0.004
C: 3.5820 -3.2304 -0.1061  -0.106
N: -2.2745 -0.2580 -2.0417  0.026
H: -4.0895 -6.0154 -1.6972  0.129
C: -4.1428 0.2971 2.3245  -0.159
H: -1.7439 -6.6012 -0.9840  0.136
H: 3.7785 1.4664 2.2304  0.068
H: 0.9177 3.5145 2.5928  0.056
C: 3.2389 1.6231 3.1658  -0.070
H: 0.3695 -5.8937 0.1133  0.121
C: -1.3432 0.2002 -4.6357  0.023
H: 3.2044 -3.3118 0.9165  0.070
P: 1.9099 -1.1175 -0.4605  0.946
H: 2.7119 -1.0156 2.2442  0.016
H: 1.3398 -2.6569 -2.2373  0.049
N: 2.5673 1.1056 -1.8610  0.145
H: -0.0111 4.3456 -3.1135  0.119
C: 3.6632 -1.7690 -0.5663  -0.709
H: -1.0177 3.9224 -0.8912  0.122
H: -5.9240 -4.3706 -1.7283  0.122

Calculated values
Spin multiplicity: 1
Total charge: +2
M (g mol⁻¹): 969.26
Orbital gap (eV): 7.2
Lowest unoccupied orbital energy (eV): -5.71
Strongest force on any atom (Eh/bohr): 0.0183
ΔE to the lowest compared entry with this formula, charge and spin (eV): 0.367

***

C43H46BrF20N9O4P | wB97M-V/def2-TZVPD

Each line ends with the Löwdin charge.
CARTESIAN COORDINATES (ANGSTROEM)
H: -9.2589 5.7195 -4.9728  0.108
C: -7.3947 -1.5620 -3.6919  -0.145
Br: 3.5191 -0.9628 -2.6424  1.191
F: -5.8961 3.6279 3.3771  0.200
N: -7.5718 5.5391 -3.6812  0.007
C: 3.0512 1.6018 1.5568  -0.306
H: -5.8683 4.7246 -2.6951  0.080
H: 6.7653 -9.0709 3.9318  0.106
C: 3.7590 0.4830 -0.3226  -0.411
F: -5.9675 4.6473 0.9914  0.173
H: 5.2258 -0.7633 1.7009  0.102
H: -0.4156 -1.4085 -3.3662  0.132
F: -1.2541 1.7047 0.5505  0.119
H: 0.7921 0.5145 -1.5902  0.112
F: -4.1618 4.8248 -0.9388  0.160
H: -6.6909 -2.3320 -3.9584  0.101
C: -3.5758 1.1093 -1.0198  -0.311
P: 2.8756 3.3214 2.2631  0.830
H: 7.6064 -4.3555 4.4724  0.089
H: 0.1917 2.1161 -2.0573  0.137
C: 1.3560 2.0734 -0.2705  -0.128
C: 9.2812 -3.3224 3.3996  -0.100
O: 4.4485 3.5860 2.5278  -0.245
F: -4.3582 0.3229 -1.8084  0.125
H: 3.1629 -6.9896 5.1303  0.089
H: 1.5347 -1.5793 1.0427  0.143
C: 0.3456 1.4402 -1.2207  -0.057
H: -6.6075 -3.4883 0.1822  0.109
C: -8.0787 0.3633 -2.7727  -0.145
H: 7.6910 -0.9039 2.1010  0.112
C: 6.7958 0.2897 -0.9092  -0.086
C: -6.0852 -3.3541 2.3450  -0.105
C: 7.1652 -2.5496 3.3389  -0.140
H: 2.1528 2.4472 -0.9246  0.131
H: -6.4250 2.5407 -4.2112  0.080
C: 2.1929 -3.1716 -2.9135  -0.264
F: 8.6875 0.9650 0.3578  0.080
H: 6.3856 -0.2813 -0.0746  0.100
O: 3.2280 -1.7800 2.8472  0.177
C: -6.6514 4.5621 -3.4112  -0.145
H: 2.8675 -3.8097 -2.3666  0.107
C: 7.6111 1.3975 -0.3413  -0.204
H: 10.0586 -1.6747 2.1180  0.108
C: -4.7552 -1.5656 2.0413  -0.152
H: -9.3367 -2.1478 -4.4902  0.092
C: 9.2677 -2.1894 2.6358  -0.134
F: -3.9067 2.6712 1.7394  0.164
F: -3.6154 0.5563 0.1936  0.158
H: -8.6088 3.1876 -5.6751  0.094
H: 5.8615 0.4333 -2.8446  0.109
C: 3.5361 -1.6086 1.7120  -0.473
H: -5.1006 -1.5101 -0.0457  0.114
H: -6.0725 -0.2871 -2.6471  0.098
F: -4.4038 6.1111 1.4479  0.179
H: 6.1113 -2.3615 3.4445  0.090
H: 6.8180 -6.7057 3.1084  0.136
C: -8.4566 5.0929 -4.6236  -0.134
H: 0.9761 -1.4148 -5.4460  0.125
C: 5.9739 -8.3636 4.1101  -0.140
C: -4.2889 2.5001 -1.0597  -0.338
F: -4.5351 2.7886 -2.3405  0.167
H: 1.3178 2.8333 3.6853  0.070
N: -5.2795 -1.9525 0.8354  0.003
C: 7.9499 -3.5485 3.8455  -0.106
F: -1.9617 1.8887 -2.5947  0.158
H: -7.5957 6.4453 -3.2521  0.144
H: 3.2612 0.9735 2.4287  0.118
N: 7.9782 -1.7251 2.5980  0.001
H: 3.1486 -2.9496 -4.9313  0.108
O: 4.8461 -1.5595 1.2966  0.067
N: 4.2408 1.3590 0.6285  0.152
H: 4.5805 4.5353 2.6589  0.070
F: -2.2924 3.7807 -0.7647  0.162
H: 0.9711 2.9546 0.2404  0.101
H: 10.1476 -3.9231 3.6181  0.095
H: -7.9781 1.2890 -2.2321  0.104
C: -3.7190 3.8647 1.1524  -0.329
H: -5.0082 -2.3779 4.0494  0.091
C: 1.8785 1.0398 0.7317  -0.256
C: 2.3399 -2.7218 -4.2572  -0.222
C: -0.9558 1.0103 -0.5783  -0.406
F: 7.1498 3.4589 0.7515  0.158
C: 1.0187 -2.6487 -2.4360  -0.180
H: 4.8055 -5.3543 3.7282  0.095
F: -0.7954 -0.2852 -0.1630  0.100
F: -2.5382 4.3446 1.5983  0.153
C: -6.0936 -3.0378 1.0139  -0.133
C: -3.5870 3.7292 -0.4063  -0.314
H: 7.4136 -0.4166 -1.4701  0.134
C: -5.1259 4.6852 3.1659  -0.554
N: 6.0536 -7.0818 3.6387  0.000
H: 1.0541 0.7565 1.3837  0.162
F: 7.2330 3.4665 -1.4092  0.152
H: 2.6555 -2.1504 -0.1897  0.105
H: -10.1648 0.1870 -3.3769  0.093
C: 1.2495 -1.9423 -4.5483  -0.136
C: -6.9578 3.4766 -4.1904  -0.122
N: -7.0034 -0.4612 -2.9745  0.004
C: 7.3425 2.7202 -0.3218  -0.306
C: -8.7334 -1.4410 -3.9460  -0.107
H: 4.4310 -9.3874 5.2612  0.091
C: -9.1672 -0.2182 -3.3627  -0.101
C: -5.2361 -2.4191 2.9976  -0.106
F: -5.7987 5.7700 3.5510  0.191
H: 5.5467 1.8495 -1.8832  0.122
H: -6.6292 -4.1629 2.8024  0.093
H: 4.4790 2.2527 0.1932  0.132
C: -2.1390 1.0019 -1.6067  -0.336
F: -1.9761 -0.2127 -2.1772  0.134
N: 4.3518 0.1911 -1.4542  -0.362
C: -4.8136 4.8536 1.6433  -0.358
C: -8.1038 3.8141 -4.9596  -0.100
F: -5.4752 2.3353 -0.4502  0.177
C: 4.1221 -7.2382 4.7081  -0.113
H: 0.5374 -2.7442 -1.4768  0.119
O: 2.2768 2.9552 3.7234  -0.236
C: 5.6630 0.7655 -1.8306  -0.156
C: 4.7858 -8.4936 4.7769  -0.110
C: 2.5163 -1.4147 0.6058  -0.026
H: -4.0931 -0.7227 2.1213  0.088
N: 2.5483 -0.0596 0.0229  -0.017
C: 4.9306 -6.3882 4.0024  -0.155
N: 0.4541 -1.9056 -3.4371  0.035
F: -4.0103 4.6070 3.8884  0.191

Calculated values
Spin multiplicity: 1
Total charge: +1
M (g mol⁻¹): 1243.74
Orbital gap (eV): 6.4
Lowest unoccupied orbital energy (eV): -3.17
Strongest force on any atom (Eh/bohr): 0.0409

***

The lowest lowest unoccupied orbital energy belongs to which entry? C43H46BiClN6OP2

***

Which formula does entry 3 have? C43H46BrF20N9O4P

***

spin multiplicity of number 3 (C43H46BrF20N9O4P)? 1

***

Number 1 is which compound? C43H44IN9O10S2Sr